Here is C53H52N5P2SeZr as an isolated structure from the OMol25 dataset. Energies are from ωB97M-V with the def2-TZVPD basis set.

Last column: Löwdin charge in e.
Geometry (Å):
1 H -19.203 2.639 -5.453  0.087
2 H -20.089 -2.179 -4.754  0.118
3 C -19.856 -1.125 -4.937  -0.068
4 H -15.439 6.701 -12.277  0.108
5 C -19.853 5.341 -6.349  -0.464
6 H -15.227 4.261 -13.998  0.059
7 H -22.526 5.406 -3.235  0.087
8 C -20.900 7.360 -3.299  -0.403
9 C -21.378 -0.009 -11.147  -0.077
10 C -20.458 -0.468 -5.982  -0.114
11 C -21.584 0.822 -10.046  -0.104
12 C -24.757 7.504 -9.692  -0.204
13 H -22.542 7.700 -12.409  0.123
14 H -21.741 4.756 -14.729  0.119
15 C -18.819 3.823 -13.184  -0.116
16 P -21.062 1.727 -7.515  0.986
17 C -24.176 8.481 -5.232  -0.144
18 H -15.306 4.812 -10.601  0.137
19 C -22.770 6.084 -8.261  -0.378
20 H -16.530 3.139 -12.017  0.121
21 H -18.995 8.933 -11.934  0.073
22 N -18.430 4.082 -11.850  -0.008
23 H -17.809 7.063 -1.862  0.102
24 H -24.537 7.548 -5.698  0.106
25 H -16.693 5.795 -13.174  0.094
26 C -22.376 9.852 -4.467  -0.072
27 H -17.124 3.273 -10.338  0.136
28 C -18.948 -0.471 -4.108  -0.068
29 H -21.120 -1.050 -6.627  0.119
30 C -20.105 4.436 -13.375  -0.114
31 C -19.328 1.553 -5.361  -0.081
32 H -21.598 7.845 -8.399  0.103
33 H -16.836 5.819 -10.644  0.066
34 H -20.544 3.726 -16.556  0.116
35 H -24.922 3.751 -3.502  0.104
36 H -20.533 8.640 -13.877  0.111
37 C -22.954 5.729 -4.186  -0.268
38 C -20.181 0.895 -6.214  -0.398
39 H -20.710 9.336 -11.519  0.088
40 Se -19.317 5.234 -9.495  0.766
41 H -23.943 6.182 -3.981  0.084
42 C -19.995 8.532 -11.796  -0.090
43 H -18.477 -0.923 -3.243  0.112
44 C -20.107 3.707 -15.572  -0.071
45 C -18.699 0.869 -4.318  -0.069
46 C -14.748 4.960 -13.313  -0.102
47 H -14.082 5.638 -13.867  0.083
48 C -23.277 10.946 -4.380  -0.090
49 H -22.916 0.502 -6.445  0.093
50 P -21.829 7.072 -4.839  1.057
51 C -23.333 4.430 -4.898  -0.337
52 C -23.276 2.543 -6.035  -0.427
53 C -20.937 7.780 -0.938  -0.083
54 H -26.122 9.355 -5.438  0.111
55 H -24.957 1.543 -4.994  0.107
56 C -16.228 5.078 -11.181  -0.193
57 C -18.880 3.069 -15.403  -0.061
58 H -21.366 9.999 -4.141  0.100
59 C -20.425 7.850 -13.121  -0.218
60 C -20.770 0.648 -8.879  -0.381
61 H -18.079 1.439 -3.582  0.128
62 H -20.468 -1.835 -11.885  0.118
63 C -25.011 6.241 -9.157  -0.019
64 H -19.058 -0.456 -8.083  0.108
65 C -23.489 8.102 -9.430  -0.021
66 H -21.598 8.090 -0.130  0.109
67 H -25.999 5.817 -9.199  0.125
68 N -20.470 5.022 -12.111  0.012
69 H -19.010 -2.090 -9.908  0.106
70 H -23.227 9.086 -9.824  0.127
71 C -24.028 5.573 -8.465  -0.139
72 C -21.674 5.875 -11.935  -0.142
73 H -18.395 2.596 -16.270  0.126
74 H -17.295 2.539 -14.016  0.117
75 N -26.396 8.736 -11.274  0.176
76 C -22.839 1.460 -7.010  -0.266
77 H -22.372 1.607 -10.156  0.108
78 H -21.849 0.247 -12.075  0.096
79 C -17.077 3.815 -11.338  -0.155
80 C -24.325 2.420 -5.101  -0.066
81 C -20.470 -1.094 -11.068  -0.074
82 C -18.878 7.222 -1.992  -0.075
83 H -18.995 7.844 0.045  0.111
84 N -18.944 5.602 -5.619  0.043
85 H -18.913 6.776 -4.113  0.043
86 C -19.529 7.064 -3.240  -0.085
87 H -23.543 1.390 -7.921  0.106
88 H -19.969 7.784 -11.007  0.021
89 H -22.538 5.199 -12.102  0.141
90 H -25.302 11.662 -4.608  0.122
91 H -22.963 11.934 -4.055  0.106
92 C -25.068 9.525 -5.159  -0.075
93 C -21.585 7.727 -2.161  -0.120
94 H -14.101 4.400 -12.634  0.076
95 C -25.665 8.189 -10.562  -0.172
96 H -24.327 4.609 -8.080  0.099
97 H -21.715 6.187 -10.884  0.066
98 H -22.224 6.725 -13.862  0.105
99 C -15.816 5.712 -12.537  -0.251
100 C -19.687 -1.267 -9.959  -0.079
101 C -21.759 7.056 -12.903  -0.172
102 C -20.727 4.414 -14.595  -0.017
103 C -24.594 10.788 -4.701  -0.095
104 C -19.572 7.619 -0.857  -0.090
105 C -22.557 7.422 -8.672  -0.122
106 H -22.663 7.984 -2.183  0.128
107 C -22.855 8.575 -4.813  -0.401
108 C -18.212 3.091 -14.202  -0.003
109 C -19.421 4.789 -11.260  -0.626
110 H -19.653 7.171 -13.535  0.099
111 C -24.336 3.590 -4.381  -0.074
112 C -19.780 -0.375 -8.892  -0.071
113 Zr -21.312 4.661 -7.714  1.294
114 N -22.680 3.761 -5.931  -0.078

Summary:
net charge: +1
2S+1: 1
E_tot: -5455.53037 Eh